# 1
11
Properties=species:S:1:pos:R:3 method="wB97M-V/def2-TZVPD" e_lumo_ha=-0.00408 gap_ev=8.6 spin_multiplicity=1 e_above_lowest_kj_mol=97.2 smiles="Fc1cc[nH]c(=S)n1"
C -0.9321 -0.8041 -0.7191
C -0.3251 -1.2248 0.5120
C 0.3427 -0.1910 1.0968
C 0.3112 1.0653 -0.9780
H -0.6064 -2.0134 1.1324
H 0.8721 -0.3618 1.9820
H 1.2336 1.6616 0.9050
N 0.4655 1.0479 0.5063
N -0.6488 0.2141 -1.3466
F -1.7742 -1.6097 -1.1626
S 1.0616 2.2159 -1.9281

=====

# 2
14
Properties=species:S:1:pos:R:3 method="wB97M-V/def2-TZVPD" e_lumo_ha="-0.02123 / -0.04141" gap_ev="8.4 / 6.8" spin_multiplicity=1 e_above_lowest_kj_mol=533.7
C -0.2288 1.3031 -0.7221
C -0.5835 -0.1529 -0.7191
C 0.2400 -0.6711 0.4651
C 0.9126 0.5712 0.9428
N 0.5879 1.6564 0.2106
N 3.0156 -0.0297 -0.0426
O 3.8903 0.7786 -0.0855
O 2.9429 -1.1711 -0.4085
H -0.6088 2.0160 -1.4317
H -1.6583 -0.2956 -0.5911
H -0.3024 -0.6128 -1.6686
H -0.3526 -1.1462 1.2467
H 0.9934 -1.4058 0.1406
H 1.4102 0.6854 1.8883

=====

# 3
28
Properties=species:S:1:pos:R:3 method="wB97M-V/def2-TZVPD" e_lumo_ha="0.02057 / 0.02058" gap_ev="7.3 / 7.3" spin_multiplicity=1 e_above_lowest_kj_mol=448.2
C 0.2864 -0.9834 -1.2543
C 0.2384 0.5575 0.4537
C -1.1352 0.5451 0.1529
C 1.5205 -1.7572 -0.8581
C 0.7796 -0.0663 1.7176
C 1.1170 1.6548 -0.0969
C -2.1419 -0.4187 0.7142
N 0.4855 -0.2068 -2.4127
N -1.5199 2.2063 1.3222
O -0.8054 -1.8432 -1.4690
H -0.9216 -2.4056 -0.6928
H -1.4269 1.0333 -0.7694
H -0.3922 0.1215 -2.7964
H 1.0128 -0.6891 -3.1380
H -0.9110 2.9974 1.1067
H -1.3013 1.9642 2.2914
H 2.3700 -1.0969 -0.6873
H 1.7920 -2.4712 -1.6508
H 1.3478 -2.3443 0.0463
H 0.2074 -0.9322 2.0475
H 1.8220 -0.3658 1.5789
H 0.7733 0.6695 2.5255
H 0.5981 2.2624 -0.8371
H 1.4646 2.3094 0.7061
H 2.0024 1.2263 -0.5761
H -2.7478 -0.8450 -0.0877
H -2.8181 0.1165 1.3837
H -1.6965 -1.2385 1.2799

=====

# 4
8
Properties=species:S:1:pos:R:3 method="wB97M-V/def2-TZVPD" e_lumo_ha=-0.00259 gap_ev=11.9 spin_multiplicity=1 e_above_lowest_kj_mol=4.3 smiles=N#CC(Cl)(Cl)Cl.F
C -0.8064 1.0708 -1.4462
C -1.9958 1.2529 -2.2282
N 0.1253 0.8932 -0.8092
F 0.0121 -1.2997 0.6060
Cl -3.2221 2.0708 -1.2281
Cl -1.6289 2.2351 -3.6770
Cl -2.5691 -0.3686 -2.7100
H 0.3668 -0.4883 0.2678

=====

# 5
81
Properties=species:S:1:pos:R:3 method="wB97M-V/def2-TZVPD" e_lumo_ha="-0.22464 / -0.22690" s2=0.753 gap_ev="7.4 / 7.3" spin_multiplicity=2 e_above_lowest_kj_mol=83.6 charge=+2
Ta -0.2470 0.0118 -0.0125
C 2.4400 -0.3535 2.2423
C 2.9787 0.0737 0.8889
N 1.9815 0.7042 0.0033
C 2.4868 0.9823 -1.3840
C 1.3236 1.3986 -2.2606
N 0.1922 0.4258 -2.1737
C 0.1990 -0.6549 -3.2019
C -1.0548 -1.5155 -3.0843
C -1.0705 -2.5409 -1.9597
N -1.2194 -1.9630 -0.5852
C -0.9145 -2.9959 0.4564
C -0.8358 -2.3703 1.8386
N 0.0863 -1.1818 1.8519
C 1.4588 -1.5233 2.3125
H 1.9978 0.5297 2.7194
H 3.3040 -0.6124 2.8599
H 4.3003 -1.4556 0.6682
H 3.8105 0.7697 1.0229
H 1.8056 1.6070 0.4477
H 2.9552 0.0888 -1.7820
H 3.2439 1.7681 -1.3582
H 1.6578 1.5011 -3.2943
H 0.9336 2.3652 -1.9409
H -0.6417 0.9765 -2.3808
H 1.1115 -1.2404 -3.1104
H 0.2162 -0.1767 -4.1832
H -1.1595 -2.0712 -4.0176
H -1.9387 -0.8733 -3.0236
H -0.1549 -3.1305 -1.9792
H -1.8951 -3.2384 -2.1166
H -2.2154 -1.7690 -0.4848
H 0.0189 -3.4879 0.1942
H -1.6961 -3.7576 0.4541
H -0.5018 -3.1071 2.5701
H -1.8195 -2.0213 2.1415
H -0.2836 -0.5386 2.5559
H 1.8057 -2.3914 1.7580
H 1.3923 -1.8307 3.3576
O -1.1977 1.9530 -0.6828
C -0.9516 2.5398 0.4178
N -1.3295 3.6773 0.9489
C -0.7729 3.8136 2.3208
C -0.0287 2.4578 2.4476
O 0.5547 2.0226 3.4068
N -0.1438 1.8123 1.2292
C 0.1923 4.9912 2.3592
C -0.3061 6.2682 2.5931
C 0.5380 7.3669 2.5379
C 1.8864 7.1988 2.2572
C 2.3908 5.9267 2.0315
C 1.5451 4.8284 2.0793
C -1.8618 3.8695 3.3830
C -1.4726 4.0823 4.7042
C -2.4239 4.1097 5.7085
C -3.7682 3.9292 5.4035
C -4.1544 3.7155 4.0917
C -3.2027 3.6794 3.0790
H -1.9374 4.3521 0.5095
H -1.3533 6.4040 2.8339
H 0.1424 8.3560 2.7244
H 2.5448 8.0561 2.2253
H 3.4456 5.7903 1.8327
H 1.9627 3.8365 1.9352
H -0.4277 4.2324 4.9437
H -2.1176 4.2802 6.7317
H -4.5105 3.9598 6.1894
H -5.1988 3.5769 3.8467
H -3.5269 3.5000 2.0639
F -2.0431 0.0995 1.1092
As -4.0011 0.1063 0.5594
F -3.2902 -0.1567 -1.0189
F -3.8581 -1.6063 0.7944
F -5.5849 0.0505 0.0182
F -4.2626 0.3006 2.2168
F -3.7865 1.7831 0.3499
O 3.5880 -1.0410 0.1512
S 2.5398 -2.3769 -0.8468
O 2.7555 -3.5007 -0.0181
O 1.2973 -1.6600 -0.6567
O 3.1604 -2.2346 -2.1052

=====

# 6
20
Properties=species:S:1:pos:R:3 method="wB97M-V/def2-TZVPD" e_lumo_ha=-0.00730 gap_ev=8.3 spin_multiplicity=1 e_above_lowest_kj_mol=0.0 smiles="[H]/P=C1/c2ccccc2C(=O)N1C"
C -0.7635 -0.1336 2.9967
C 0.2522 -1.0766 2.8874
C -1.1831 0.6062 1.9025
C 0.8867 -1.3240 1.6730
C -0.5589 0.3684 0.6841
C 0.4406 -0.5787 0.6197
C -0.8312 1.0040 -0.6159
C 0.8775 -0.5026 -1.1884
C -0.1017 0.9391 -2.9371
N 0.0189 0.4648 -1.5802
O -1.6452 1.8617 -0.8788
P 2.0597 -1.4868 -1.8399
H -1.2346 0.0242 3.9559
H 0.5509 -1.6292 3.7662
H -1.9678 1.3430 1.9769
H 1.6727 -2.0546 1.5746
H -0.3587 1.9996 -2.9037
H 0.8405 0.8023 -3.4690
H -0.8999 0.4033 -3.4596
H 1.9448 -1.0304 -3.1642

=====

# 7
57
Properties=species:S:1:pos:R:3 method="wB97M-V/def2-TZVPD" e_lumo_ha="-0.02877 / -0.10146" s2=6.050 gap_ev="6.7 / 4.8" spin_multiplicity=5
Rh 0.2999 -0.5828 -0.0158
I 1.7335 -4.9879 -2.3246
C 2.9446 -3.5123 -1.5094
C 4.3168 -3.7636 -1.4162
C 5.1718 -2.8430 -0.8279
I 7.1979 -3.3456 -0.5781
C 4.6328 -1.5756 -0.3871
C 5.3618 -0.5451 0.2741
C 4.6790 0.5015 0.7999
C 3.2948 0.5987 0.6702
N 2.6450 -0.2895 0.0060
C 3.2253 -1.4194 -0.4738
C 2.3611 -2.3467 -1.1168
O 1.0845 -2.1118 -1.1623
H 4.6941 -4.7058 -1.7687
H 6.4332 -0.7193 0.2446
H 5.1483 1.2878 1.3788
H 2.7114 1.4332 1.1256
O -2.1523 0.2217 3.1539
C -1.2324 0.2686 2.3445
O -0.3198 -0.5954 2.1501
C -1.0838 1.5422 1.5774
C -1.9331 2.6570 1.8603
C -1.6896 3.8156 1.1978
C -0.6417 3.9513 0.2743
C -0.1840 5.1364 -0.2872
C 0.8500 5.1245 -1.2466
C 1.4657 3.9020 -1.6227
C 1.0826 2.7033 -0.9972
C 0.0641 2.7625 -0.0311
N -0.1881 1.5564 0.6225
H -2.7212 2.5571 2.5585
H -2.2832 4.7005 1.4364
H -0.7599 6.0434 -0.0877
H 1.0595 6.0054 -1.8581
H 2.1927 3.8415 -2.3713
H 1.5113 1.7084 -1.1658
C -0.7542 -3.5590 1.4049
C -1.9096 -2.7511 0.8777
C -3.2014 -3.0492 1.2639
C -4.2749 -2.3910 0.7639
C -4.0428 -1.3519 -0.1379
C -5.0380 -0.4764 -0.6677
Br -6.8155 -0.7599 -0.2556
C -4.7552 0.6218 -1.4762
C -3.4883 0.9381 -1.8821
Br -3.0558 2.5724 -2.7054
C -2.4125 0.0917 -1.3576
O -1.2287 0.3856 -1.6530
C -2.7380 -1.0427 -0.4339
N -1.6737 -1.7217 0.0563
H -1.0367 -4.5749 1.4884
H -0.4743 -3.1811 2.3899
H 0.0502 -3.4499 0.6775
H -3.2792 -3.9042 1.9505
H -5.2592 -2.5958 1.1293
H -5.5849 1.2243 -1.8594

=====

# 8
10
Properties=species:S:1:pos:R:3 method="wB97M-V/def2-TZVPD" e_lumo_ha=-0.02501 gap_ev=8.2 spin_multiplicity=1 e_above_lowest_kj_mol=203.0
C -1.0698 0.3909 -0.5453
C 0.3005 0.2737 -0.0226
H -2.7621 -2.1736 0.0848
H -0.9375 -1.9418 0.3316
H -1.3534 1.2896 -1.0128
H 2.4106 1.5307 0.2844
N -1.8877 -1.6590 0.0816
N -2.0044 -0.4959 -0.5113
S 1.1523 1.8541 -0.1311
S 1.0041 -1.0796 0.5516

=====

# 9
125
Properties=species:S:1:pos:R:3 method="wB97M-V/def2-TZVPD" e_lumo_ha=-0.01812 gap_ev=7.3 spin_multiplicity=1 e_above_lowest_kj_mol=0.0 smiles="CCOB(O)N1C(=O)c2cc(CN)cc(C[SH](=O)=O)c2C1=O.CCN(CC)CC.CCN(CC)CC.CCN(CC)CC.CCN(CC)CC"
C 7.9949 -3.8152 -0.6790
C 7.4973 -2.5655 0.0354
O 7.0407 -1.5453 -0.8633
B 5.7928 -1.7024 -1.3921
O 5.6239 -1.7050 -2.7435
N 4.5716 -1.8701 -0.5280
C 3.5445 -0.9030 -0.6108
O 3.7066 0.2707 -0.5052
C 2.2669 -1.6341 -0.7935
C 0.9899 -1.1293 -0.8651
C -0.0643 -2.0163 -1.0633
C -1.4745 -1.5031 -1.1606
N -2.0127 -1.1602 0.1683
C 0.2048 -3.3833 -1.1906
C 1.5142 -3.8722 -1.1139
C 1.7761 -5.3561 -1.3016
S 2.0529 -5.6580 -3.0521
O 3.4642 -5.6657 -3.2919
O 1.2694 -6.7694 -3.4929
C 2.5578 -2.9747 -0.9027
C 4.0231 -3.1612 -0.7472
O 4.6627 -4.1651 -0.7688
H 7.5628 -4.7061 -0.2372
H 7.7290 -3.8180 -1.7317
H 9.0747 -3.9001 -0.6266
H 6.7176 -2.8089 0.7543
H 8.3135 -2.1340 0.6046
H 6.2851 -2.2607 -3.1669
H 0.8125 -0.0673 -0.7773
H -1.5095 -0.6370 -1.8166
H -2.0858 -2.2740 -1.6223
H -2.2632 -0.1813 0.1762
H -2.8525 -1.6973 0.3323
H -0.5919 -4.0878 -1.3743
H 0.9202 -5.9219 -0.9552
H 2.6808 -5.6261 -0.7722
H 1.5777 -4.5058 -3.5954
C 1.0522 1.9954 1.5740
C -0.1813 2.7366 1.0835
N -1.3385 1.8666 0.9334
C -2.4408 2.4860 0.2198
C -3.1360 3.6950 0.8583
C -1.7027 1.0989 2.1135
C -2.0356 1.8668 3.4001
H 1.2879 1.1637 0.9099
H 1.9113 2.6663 1.5861
H 0.9276 1.6103 2.5867
H 0.0461 3.1644 0.1034
H -0.3767 3.5876 1.7545
H -3.1935 1.7181 0.0108
H -2.0649 2.7933 -0.7621
H -3.7864 3.4047 1.6820
H -3.7650 4.1888 0.1141
H -2.4225 4.4341 1.2227
H -0.8857 0.4079 2.3310
H -2.5455 0.4523 1.8552
H -1.3300 2.6766 3.5897
H -1.9882 1.1871 4.2532
H -3.0410 2.2851 3.3815
C 9.4488 5.1914 0.7607
C 8.3275 4.2930 0.2598
N 8.7874 2.9915 -0.1822
C 7.7741 2.2349 -0.9009
C 6.5167 1.7979 -0.1421
C 9.5664 2.2383 0.7827
C 8.9194 1.9101 2.1365
H 10.2231 5.3074 0.0012
H 9.0503 6.1799 0.9933
H 9.9107 4.8063 1.6705
H 7.8550 4.7855 -0.5941
H 7.5558 4.2244 1.0438
H 8.2474 1.3496 -1.3343
H 7.4611 2.8416 -1.7572
H 6.7154 0.9632 0.5281
H 5.7619 1.4618 -0.8489
H 6.0777 2.6130 0.4354
H 10.4914 2.7884 0.9743
H 9.8918 1.3099 0.3065
H 8.3879 2.7651 2.5565
H 9.6932 1.6240 2.8524
H 8.2238 1.0753 2.0665
C -6.1599 4.0006 -3.8733
C -5.5123 2.8788 -3.0761
N -6.2529 1.6321 -3.1304
C -5.7893 0.6514 -2.1680
C -4.3669 0.0990 -2.3259
C -6.5423 1.1283 -4.4614
C -5.3601 0.8456 -5.3996
H -7.1887 4.1639 -3.5503
H -5.6046 4.9266 -3.7195
H -6.1606 3.7978 -4.9447
H -5.4648 3.1912 -2.0289
H -4.4691 2.7649 -3.4134
H -6.4943 -0.1844 -2.1545
H -5.8674 1.1078 -1.1752
H -4.2921 -0.6220 -3.1390
H -4.0789 -0.4249 -1.4108
H -3.6351 0.8909 -2.4924
H -7.2033 1.8440 -4.9557
H -7.1452 0.2227 -4.3596
H -4.6129 1.6397 -5.3709
H -5.7186 0.7735 -6.4282
H -4.8675 -0.0974 -5.1676
C -4.7908 -0.1279 3.5314
C -6.1386 -0.6939 3.1139
N -6.0575 -2.0583 2.6260
C -7.2788 -2.5108 1.9820
C -8.5476 -2.6345 2.8350
C -5.4232 -3.0095 3.5228
C -6.0276 -3.1974 4.9214
H -4.0709 -0.1942 2.7131
H -4.8982 0.9236 3.8016
H -4.3742 -0.6420 4.3980
H -6.5314 -0.0735 2.3037
H -6.8417 -0.5857 3.9549
H -7.0792 -3.4733 1.5030
H -7.4885 -1.8184 1.1602
H -8.5219 -3.5104 3.4813
H -9.4159 -2.7447 2.1826
H -8.7156 -1.7524 3.4532
H -4.3779 -2.7141 3.6427
H -5.3791 -3.9773 3.0174
H -6.2920 -2.2470 5.3866
H -5.2997 -3.6864 5.5715
H -6.9142 -3.8290 4.9043

=====

# 10
8
Properties=species:S:1:pos:R:3 method="wB97M-V/def2-TZVPD" e_lumo_ha="0.10958 / 0.10996" gap_ev="7.8 / 7.9" spin_multiplicity=1 e_above_lowest_kj_mol=426.0 charge=-1
C -0.3541 0.0216 0.3949
N -1.4263 -0.1889 1.2197
N -0.5999 0.2069 -0.8457
N -2.3845 -0.0603 0.3917
N -1.9619 0.1452 -0.8452
N 2.1594 0.2064 0.1859
H 2.2249 0.4707 -0.7845
H 2.3424 -0.8015 0.2831

=====

# 11
107
Properties=species:S:1:pos:R:3 method="wB97M-V/def2-TZVPD" e_lumo_ha=0.06709 gap_ev=5.0 spin_multiplicity=1 charge=-1
C -2.7314 1.7367 2.1788
Al -3.5661 2.3946 3.8840
C -4.9494 1.1502 4.6727
C -6.2605 1.0038 3.8790
C -6.1533 -0.0277 2.7488
I -6.4302 0.7732 0.7826
C -2.0880 2.6088 5.2590
C -1.0108 1.5247 5.1506
C 0.2728 1.9824 4.5114
O 0.7603 3.0764 4.6714
N 0.9681 1.0004 3.7343
C 1.0592 1.2439 2.3313
C 1.5688 2.4462 1.8474
C 1.6424 2.6683 0.4776
C 1.2513 1.6862 -0.4256
C 0.7695 0.4798 0.0628
C 0.6637 0.2595 1.4300
P -4.5091 4.5959 3.7239
N -3.2805 5.4857 2.8168
O -5.7673 4.5057 2.5841
H -3.3974 1.7656 1.3146
H -1.8907 2.4021 1.9446
H -2.3171 0.7246 2.2550
H -4.5043 0.1557 4.7969
H -5.1966 1.5339 5.6688
H -6.6189 1.9602 3.4972
H -7.0532 0.6327 4.5434
H -5.1946 -0.5399 2.7620
H -6.9290 -0.7835 2.8295
H -2.5803 2.5148 6.2330
H -1.6392 3.6024 5.2405
H -1.3832 0.6244 4.6526
H -0.7012 1.1991 6.1554
H 0.4666 0.1276 3.8510
H 1.8925 3.1980 2.5514
H 2.0256 3.6236 0.1421
H 1.3350 1.8718 -1.4854
H 0.4746 -0.2954 -0.6337
H 0.2695 -0.6871 1.7812
H -3.1531 6.3879 3.2558
H -3.5780 5.6598 1.8628
H -6.0689 5.4003 2.4021
C 6.0502 1.5545 -1.2393
C 6.3249 1.5514 -2.7428
C 4.9562 1.1801 -3.3017
O 3.9961 1.7109 -2.3913
C 4.6388 2.1274 -1.1811
H 6.7647 2.1416 -0.6639
H 6.0576 0.5325 -0.8532
H 6.6106 2.5529 -3.0734
H 7.1065 0.8562 -3.0488
H 4.8312 0.0932 -3.3605
H 4.7722 1.5959 -4.2947
H 4.6579 3.2231 -1.1558
H 4.0653 1.7753 -0.3267
C 2.2161 3.3922 -5.2161
C 2.0090 2.0617 -5.9426
C 1.5961 1.1554 -4.7896
O 0.9080 1.9830 -3.8558
C 1.1060 3.3564 -4.1715
H 2.1576 4.2664 -5.8642
H 3.1896 3.3954 -4.7202
H 1.1992 2.1481 -6.6712
H 2.8974 1.7017 -6.4610
H 2.4632 0.7208 -4.2896
H 0.9372 0.3417 -5.0960
H 0.1700 3.7695 -4.5648
H 1.3651 3.8971 -3.2597
C 2.6634 -4.0079 -3.6329
C 2.1550 -3.1468 -2.4745
C 2.8290 -1.8136 -2.7699
O 2.9494 -1.7364 -4.1927
C 2.6702 -3.0066 -4.7794
H 2.0399 -4.8782 -3.8368
H 3.6783 -4.3475 -3.4299
H 1.0688 -3.0430 -2.5217
H 2.4158 -3.5352 -1.4908
H 3.8316 -1.7741 -2.3269
H 2.2644 -0.9502 -2.4145
H 1.6918 -2.9619 -5.2727
H 3.4295 -3.2230 -5.5327
C 7.7924 -4.4380 -2.1278
C 8.3165 -4.5690 -3.5572
C 7.0840 -5.0857 -4.2892
O 5.9566 -4.5344 -3.6096
C 6.3676 -3.9567 -2.3683
H 8.3674 -3.7505 -1.5097
H 7.7860 -5.4142 -1.6382
H 8.6026 -3.5884 -3.9432
H 9.1720 -5.2360 -3.6531
H 7.0252 -6.1788 -4.2453
H 7.0488 -4.7801 -5.3356
H 6.3254 -2.8654 -2.4552
H 5.6721 -4.2667 -1.5872
C -10.2129 -3.8561 4.6462
C -10.9234 -2.5846 4.1824
C -9.8017 -1.5566 4.2745
O -8.5936 -2.2663 4.0074
C -8.8286 -3.6703 4.0350
H -10.6967 -4.7756 4.3186
H -10.1471 -3.8737 5.7363
H -11.2525 -2.6948 3.1468
H -11.7881 -2.3175 4.7885
H -9.7427 -1.1214 5.2779
H -9.8996 -0.7449 3.5533
H -8.7945 -4.0574 3.0103
H -8.0362 -4.1502 4.6109

=====

# 12
11
Properties=species:S:1:pos:R:3 method="wB97M-V/def2-TZVPD" e_lumo_ha="0.14062 / 0.14727" s2=0.751 gap_ev="2.6 / 8.9" spin_multiplicity=2 e_above_lowest_kj_mol=80.0 charge=-1
C 1.8384 1.2103 -0.7873
H 2.7034 1.5037 -0.1009
H 2.0644 0.2309 -1.0345
H 1.8151 1.8705 -1.6901
H 0.9180 1.3936 -0.0261
C -1.2473 -1.1227 1.1342
S -2.1753 -1.6767 -0.3983
H -0.8500 -0.2240 0.5989
H -2.0300 -0.7988 1.8910
H -0.5425 -1.9064 1.2854
H -2.4943 -0.4804 -0.8723